Computed, not measured: C5H7NO as an isolated structure, with wB97M-V/def2-TZVPD.

## Properties
* gap between HOMO and LUMO: 9.901 eV
* E_tot: -324.62499 hartree
* energy above the lowest of the compared OMol25 structures with the same formula, charge and spin: 261.2 kJ/mol
* HOMO: -9.93 eV

Positions of all 14 atoms, in Å:
C 1.55980 0.21217 0.39810
C 0.20482 0.88796 0.63785
C -1.09328 0.26798 0.14198
C -1.08122 -1.16839 -0.17020
O -2.15422 0.85649 0.12078
C -0.56162 -0.39802 -1.56125
N -0.30141 -0.17723 -2.67223
H 1.58264 -0.83133 0.73317
H 2.33115 0.74337 0.96745
H 1.85338 0.23456 -0.65641
H -0.02400 0.90754 1.70787
H 0.22022 1.92218 0.28957
H -2.06247 -1.59575 -0.40289
H -0.47380 -1.86153 0.46621

***

Computed, not measured: C7H11N9O2RuSe2 as an isolated structure, with wB97M-V/def2-TZVPD.

## Properties
* multiplicity: 5
* gap between HOMO and LUMO (alpha / beta): 8.365 / 5.622 eV
* E_tot: -5814.24223 hartree
* HOMO (alpha / beta): -8.50 / -8.57 eV

Positions of all 32 atoms, in Å:
Ru -0.23551 0.12388 1.17972
O 1.01046 1.21698 -0.75940
C 1.06268 0.75067 -2.10081
C 0.13848 -0.45011 -2.38908
C 0.32233 -0.73650 -3.91619
O -0.52209 -1.72715 -4.41821
C -1.34284 -0.11705 -2.19657
Se -1.97123 0.35519 -0.38356
C 0.54474 -1.73390 -1.66003
Se 0.91084 -1.71665 0.29078
H 1.65034 1.93353 -0.66095
H 2.09323 0.45266 -2.34170
H 0.75638 1.57006 -2.76778
H 1.37825 -0.98022 -4.10055
H 0.06840 0.16303 -4.48283
H -0.27211 -2.58768 -4.06102
H -1.94824 -0.96331 -2.53345
H -1.60663 0.74374 -2.81815
H 1.46932 -2.13357 -2.08790
H -0.24260 -2.48185 -1.78375
N -0.38348 0.80059 4.58998
C 0.59993 -0.02314 4.13688
N 1.45184 -0.72106 4.88061
N 2.20613 -1.36924 4.02660
N 1.87095 -1.11594 2.82112
N 0.85331 -0.25244 2.82350
C -1.20383 1.48161 3.74699
N -2.17716 2.31911 4.08638
N -2.69386 2.73043 2.95558
N -2.10644 2.20153 1.94966
N -1.13946 1.39990 2.39112
H -0.54213 0.86691 5.58303